Record 1
{"formula": "C11H17N4", "method": "wB97M-V/def2-TZVPD", "total_energy_ev": -17638.4531, "max_force_ev_per_a": 7.49, "s_squared": 0.754, "spin_multiplicity": 2, "species": ["C", "C", "C", "C", "C", "C", "C", "C", "C", "N", "H", "H", "H", "H", "H", "H", "H", "H", "H", "C", "C", "N", "N", "N", "H", "H", "H", "H", "H", "H", "H", "H"], "xyz": [[1.4130, -1.2264, -3.4222], [1.2960, -0.2924, 0.3423], [2.0240, -0.5878, -0.8523], [1.0895, -0.8762, -1.9740], [-0.1486, -0.7559, -1.3572], [1.9742, 0.2267, 1.4179], [3.3255, -0.0680, 1.4054], [4.0731, -0.4067, 0.3278], [3.4256, -0.7602, -0.8857], [-0.0509, -0.4102, -0.0473], [1.6145, 0.7929, 2.3107], [3.7307, 0.3581, 2.4216], [-0.7657, -0.5961, 0.5545], [5.2029, -0.6127, 0.4625], [-1.2641, -0.8572, -1.7934], [3.9356, -0.9765, -1.8399], [2.0551, -2.1190, -3.4480], [2.0480, -0.5599, -3.9647], [0.4931, -1.4624, -3.9585], [-2.5988, 0.3144, 2.9167], [-2.8041, 1.0742, 0.4916], [-3.2755, 0.3669, 1.6191], [-1.8752, 2.1065, 0.4847], [-3.4140, 0.8586, -0.7467], [-4.0352, -0.3472, 1.4075], [-1.3467, 2.2770, 1.2528], [-1.9411, 2.7285, -0.3664], [-4.2563, 0.1951, -0.8919], [-2.8007, 0.8905, -1.4223], [-2.5216, 1.1698, 3.3808], [-1.5046, -0.1056, 2.5832], [-3.0977, -0.3386, 3.5915]], "atomic_forces_ev_per_a": [[0.001, -1.184, 1.350], [-1.234, 0.218, -2.670], [0.536, -1.545, -1.654], [-0.723, 0.702, 1.452], [-1.681, -0.498, -2.501], [-0.297, -0.537, 1.086], [0.268, 3.340, 4.088], [2.589, -2.487, -1.802], [-0.425, 1.599, 1.067], [2.898, 0.755, -0.494], [-0.312, -0.973, -0.989], [0.287, -1.255, -2.223], [-2.271, -0.043, 1.917], [-1.975, 0.619, -0.336], [2.954, 0.051, 0.957], [-0.182, 0.011, 0.791], [-0.412, -0.248, 0.196], [-0.062, 1.200, -0.218], [0.159, 0.187, -0.114], [2.089, -5.000, -5.176], [0.431, -1.872, 0.539], [-2.373, -0.132, -0.022], [-2.648, 0.099, -3.607], [-5.756, -1.201, 3.705], [1.723, 1.584, 0.597], [1.857, 0.902, 2.167], [0.250, -0.550, 1.984], [2.362, 1.753, 0.635], [3.539, -0.235, -4.701], [0.600, 4.818, 2.081], [-1.848, 0.829, 1.663], [-0.342, -0.906, 0.232]]}



Record 2
{"formula": "C11H17NO2", "method": "wB97M-V/def2-TZVPD", "total_energy_ev": -17268.0535, "max_force_ev_per_a": 1.76, "spin_multiplicity": 1, "smiles": "CCc1ccc(O)cc1.CCC(N)=O", "species": ["C", "C", "C", "C", "C", "C", "O", "C", "C", "H", "H", "H", "H", "H", "H", "H", "H", "H", "H", "C", "C", "C", "N", "O", "H", "H", "H", "H", "H", "H", "H"], "xyz": [[-0.1346, -0.1548, 2.4188], [-0.1016, 0.9605, 1.3186], [-1.3629, 0.9981, 0.5013], [-2.1199, 2.1777, 0.4478], [-3.3065, 2.1986, -0.2563], [-3.7561, 1.0501, -0.8969], [-4.9094, 1.0596, -1.6434], [-3.0247, -0.1344, -0.8416], [-1.8179, -0.1266, -0.1660], [0.2844, 0.2359, 3.3391], [0.5231, -1.0022, 2.1999], [-1.1479, -0.5326, 2.5193], [0.1084, 1.8267, 1.9308], [0.7222, 0.7147, 0.6550], [-1.7400, 3.0987, 0.8730], [-3.9195, 3.0852, -0.3067], [-5.4250, 1.8331, -1.4033], [-3.5831, -0.9731, -1.2292], [-1.1955, -1.0111, -0.1862], [2.9458, -2.7284, -1.3836], [2.7698, -1.3164, -0.7925], [3.8427, -1.0736, 0.2407], [4.9774, -0.4712, -0.2525], [3.7517, -1.3207, 1.4235], [3.8397, -2.7577, -1.9991], [2.1128, -2.9938, -2.0330], [3.0790, -3.4519, -0.5887], [2.7572, -0.5606, -1.5585], [1.8018, -1.2777, -0.3053], [5.6536, -0.1903, 0.4380], [5.2465, -0.4199, -1.2185]], "atomic_forces_ev_per_a": [[0.431, -0.265, -0.670], [0.158, -1.610, 0.702], [0.011, 1.275, 0.438], [0.270, -0.529, -0.314], [-0.278, -0.228, -0.194], [0.160, 0.184, 0.004], [0.053, -0.279, 0.242], [-0.993, 0.925, 0.157], [0.044, -0.412, -0.199], [-0.383, 0.077, 0.341], [-0.187, 0.019, -0.298], [-0.037, 0.017, 0.439], [-0.123, 0.807, -0.780], [0.384, 0.416, -0.015], [-0.041, -0.128, 0.265], [0.022, 0.288, -0.031], [-0.065, 0.108, -0.052], [0.686, -0.476, -0.288], [-0.057, -0.200, 0.246], [0.182, 0.538, -0.293], [-0.324, -1.103, 0.311], [0.536, 0.880, -0.436], [0.045, 0.020, 0.369], [-0.379, -0.159, 0.035], [0.211, -0.077, -0.118], [-0.076, -0.087, 0.170], [-0.207, -0.201, 0.103], [0.230, 0.315, -0.353], [-0.086, 0.071, 0.308], [0.136, -0.199, -0.066], [-0.322, 0.016, -0.021]]}



Record 3
{"formula": "C11H17NO2S", "method": "wB97M-V/def2-TZVPD", "total_energy_ev": -28099.4324, "max_force_ev_per_a": 5.45, "s_squared": 2.008, "spin_multiplicity": 3, "species": ["C", "C", "C", "C", "C", "C", "C", "C", "C", "C", "C", "N", "O", "O", "S", "H", "H", "H", "H", "H", "H", "H", "H", "H", "H", "H", "H", "H", "H", "H", "H", "H"], "xyz": [[1.1022, -0.7661, 0.6645], [-0.1321, -1.8442, -1.1979], [-0.5919, -0.7504, -2.0667], [-1.3988, -1.0312, 0.9917], [-1.7107, 0.9166, -0.5742], [0.7810, 1.1557, -0.8938], [-0.1911, 1.1103, 1.3673], [-0.1180, -1.6127, 0.3734], [-0.5117, 0.7259, -1.5103], [-1.5128, 0.4329, 0.8005], [1.0375, 0.7206, 0.5913], [2.3259, -1.4044, 0.8395], [1.6679, 3.4576, 2.4344], [2.2599, 1.2668, 1.0023], [2.2131, 2.0859, 2.5145], [-0.7177, -2.6800, -1.3849], [0.8695, -2.2757, -1.5253], [-0.2305, -0.6264, -3.0749], [-1.7194, -0.8621, -2.2463], [-2.1768, -1.5402, 0.3136], [-1.4281, -1.4500, 1.9304], [-1.9671, 1.9998, -0.6340], [-2.6158, 0.5354, -1.0940], [1.6912, 0.8625, -1.3915], [0.9428, 2.2548, -0.8506], [-0.3201, 2.1316, 1.3239], [-0.3350, 0.7704, 2.5139], [0.1409, -2.5775, 0.7421], [-0.7540, 1.3589, -2.4088], [-2.3619, 0.7359, 1.4200], [2.5189, -2.2364, 0.2435], [3.2426, -0.8643, 0.7864]], "atomic_forces_ev_per_a": [[0.242, -0.355, 0.603], [2.319, -0.743, 0.827], [-2.391, 2.694, -0.511], [-0.187, -2.211, -4.979], [-1.031, 1.588, -2.151], [1.659, 1.462, 1.341], [-2.443, -2.345, 2.864], [1.939, 1.419, -1.759], [-1.385, -0.831, -1.081], [0.976, 1.154, 1.674], [-2.008, -1.956, -1.070], [2.498, -0.544, -0.987], [0.273, -0.931, -0.353], [0.431, 1.989, 2.043], [0.370, -0.105, -1.027], [-1.567, -1.690, -0.255], [-0.660, 0.951, 0.610], [0.825, -0.925, -0.330], [1.420, -0.052, 0.201], [0.346, 0.619, 1.401], [-0.547, -0.216, 2.485], [0.424, -0.316, 0.834], [0.471, -0.424, 0.477], [0.150, -0.608, -0.745], [-0.726, -0.238, -0.202], [-0.362, 2.457, 0.071], [1.388, 0.816, -2.308], [-0.246, -0.925, 0.685], [0.522, -0.419, 0.769], [0.159, 0.421, 0.051], [-0.677, 0.605, 0.584], [-2.182, -0.338, 0.241]]}



Record 4
{"formula": "C11H17NSi", "method": "wB97M-V/def2-TZVPD", "total_energy_ev": -21046.7764, "max_force_ev_per_a": 4.45, "spin_multiplicity": 1, "species": ["C", "C", "C", "C", "C", "C", "C", "C", "C", "C", "C", "N", "Si", "H", "H", "H", "H", "H", "H", "H", "H", "H", "H", "H", "H", "H", "H", "H", "H", "H"], "xyz": [[-0.1585, -4.0070, -1.1315], [0.2199, -3.9076, 0.1764], [-0.6788, -2.9345, -1.8274], [0.1628, -2.7427, 0.8196], [-0.7683, -1.6521, -1.1304], [-0.2833, -1.6538, 0.1014], [-1.0422, -0.3456, -1.7996], [-1.6741, 0.5867, -0.7259], [-0.1478, 3.5114, 0.3125], [2.0055, 1.5238, -0.0859], [0.6606, 1.6265, 2.6947], [-0.9979, 0.6200, 0.4902], [0.2573, 1.6931, 0.8061], [-0.0627, -4.8855, -1.7272], [0.6387, -4.7004, 0.8717], [-1.0393, -3.1068, -2.7663], [0.4069, -2.4543, 1.8271], [-0.0048, 0.1016, -1.9552], [-1.6035, -0.3390, -2.6821], [-1.7483, 1.5787, -1.2143], [-2.7271, 0.1750, -0.5657], [-0.2606, 3.6570, -0.7369], [-0.9886, 3.8263, 0.9276], [0.4994, 4.3092, 0.6777], [2.7307, 2.2934, 0.4177], [2.4898, 0.5084, 0.1194], [1.8813, 1.9197, -1.1017], [1.7074, 1.7947, 2.7658], [0.1548, 2.3265, 3.2456], [0.3708, 0.6772, 3.1966]], "atomic_forces_ev_per_a": [[-0.553, 0.120, -1.584], [1.619, -2.856, 2.165], [0.706, 1.742, 3.990], [-0.454, 4.252, 1.243], [0.115, -1.281, -2.931], [-0.904, 1.383, 0.931], [2.081, 1.438, 2.091], [-2.213, -0.949, -1.328], [-0.245, -0.398, 1.751], [0.493, 0.404, 2.073], [-0.300, -2.404, -1.899], [0.322, -2.519, -0.114], [3.323, 1.742, 1.130], [0.081, -0.885, 0.161], [-0.654, 0.320, -1.646], [-0.764, 0.078, -2.517], [0.372, -0.983, 0.495], [-1.146, -0.517, -0.404], [-0.764, -0.277, -1.355], [-0.049, -0.160, 0.344], [0.925, 0.683, -0.217], [-0.527, 0.154, -0.774], [-1.006, -0.208, -0.607], [1.050, -0.518, -0.136], [-1.405, -1.241, -0.671], [-0.645, 1.256, -1.056], [0.368, -0.855, -0.115], [0.987, 0.067, 0.368], [-1.249, 2.157, 1.218], [0.436, 0.257, -0.606]]}